{"formula": "C50H50AsBr4IMnN6O5", "method": "ωB97M-V with the def2-TZVPD basis set", "charge": -2, "e_above_lowest_kj_mol": 108.8, "max_force_ha_per_bohr": 0.02120, "spin_multiplicity": 6, "orbital_gap_ev": [4.87, 4.98], "lumo_ev": [3.504, 3.503], "symbols": ["Mn", "Br", "C", "C", "Br", "C", "Br", "C", "O", "C", "O", "C", "Br", "C", "C", "C", "C", "C", "C", "C", "N", "C", "N", "C", "C", "C", "C", "C", "C", "C", "N", "C", "C", "C", "C", "C", "C", "C", "H", "H", "H", "H", "H", "H", "H", "H", "H", "H", "H", "H", "H", "H", "H", "H", "H", "H", "H", "H", "H", "H", "C", "As", "C", "C", "C", "C", "C", "C", "C", "C", "H", "H", "H", "H", "H", "H", "H", "H", "H", "H", "H", "H", "H", "I", "C", "C", "C", "C", "C", "N", "H", "H", "H", "H", "C", "C", "C", "C", "C", "C", "O", "N", "C", "O", "N", "C", "O", "H", "H", "H", "H", "H", "H", "H", "H", "H", "H", "H"], "coordinates": [[0.0318, 0.7279, -0.5118], [7.1740, -0.3849, -0.9128], [5.4312, -0.0775, -0.2210], [5.2008, -0.0445, 1.1398], [6.6384, -0.2244, 2.3723], [3.8718, 0.1037, 1.6142], [3.5033, 0.3686, 3.4626], [2.7660, 0.1446, 0.7602], [1.5379, 0.1558, 1.1227], [3.0359, 0.3043, -0.6590], [2.0478, 0.6454, -1.4070], [4.3436, 0.1194, -1.1082], [4.5818, 0.2122, -2.9935], [-7.1799, 0.6587, -1.4220], [-7.0716, 0.5649, 0.0765], [-8.1990, 0.6037, 0.8859], [-8.1078, 0.5306, 2.2694], [-6.8603, 0.3984, 2.8550], [-5.7187, 0.3403, 2.0689], [-5.8109, 0.4372, 0.6805], [-4.6947, 0.3662, -0.1559], [-3.3460, 0.6553, 0.1194], [-3.1614, 1.5760, 1.0947], [-1.9719, 2.2280, 1.6031], [-0.7053, 2.0136, 1.0653], [0.3034, 2.7982, 1.6554], [0.0856, 3.6841, 2.6985], [-1.1975, 3.8285, 3.2158], [-2.2452, 3.1060, 2.6743], [-3.6365, 3.2725, 3.2432], [-2.4153, 0.0946, -0.5638], [-2.7738, -0.9654, -1.4544], [-2.7662, -0.5669, -2.8748], [-2.4473, -1.2650, -3.9556], [-1.7603, -2.6059, -4.0481], [-2.9494, -3.4174, -1.9342], [-3.0876, -2.1978, -1.0345], [-3.4313, -2.4905, 0.3930], [-8.2042, 0.8841, -1.7188], [-6.8905, -0.2774, -1.9118], [-6.5226, 1.4400, -1.8119], [-9.1727, 0.7023, 0.4176], [-9.0021, 0.5698, 2.8791], [-6.7678, 0.3193, 3.9319], [-4.7497, 0.1907, 2.5287], [-4.8051, -0.1751, -0.9984], [-4.0194, 1.9802, 1.4213], [1.3189, 2.6987, 1.2856], [0.9114, 4.2485, 3.1226], [-1.3878, 4.4997, 4.0503], [-3.6178, 3.9711, 4.0807], [-4.0463, 2.3261, 3.6128], [-4.3478, 3.6727, 2.5076], [-3.0731, 0.4656, -3.0284], [-2.5641, -0.7722, -4.9184], [-2.3365, -3.2197, -4.7428], [-2.7854, -4.2403, -1.2417], [-2.9247, -3.3933, 0.7237], [-4.5148, -2.6556, 0.4946], [-3.1443, -1.6835, 1.0634], [-1.3598, -3.2607, 3.1791], [-0.2415, -1.9377, 2.1932], [-0.3414, -0.6018, 3.6309], [1.5160, -2.7747, 2.6297], [1.6662, -3.3522, 3.9986], [1.3940, -4.7023, 4.2393], [1.4967, -5.2498, 5.5109], [1.8784, -4.4558, 6.5861], [2.1627, -3.1137, 6.3630], [2.0596, -2.5711, 5.0875], [-0.9710, -3.4451, 4.1822], [-1.3874, -4.2062, 2.6293], [-2.3787, -2.8796, 3.2680], [-0.1799, -1.0372, 4.6217], [-1.3327, -0.1395, 3.5978], [0.3999, 0.1731, 3.4253], [2.2398, -1.9830, 2.4350], [1.6401, -3.5462, 1.8694], [1.0960, -5.3299, 3.4052], [1.2786, -6.3010, 5.6638], [1.9567, -4.8786, 7.5811], [2.4736, -2.4812, 7.1877], [2.2981, -1.5277, 4.9227], [2.3880, 3.7296, -2.1609], [0.4231, 3.2715, -2.7408], [0.0721, 3.4754, -4.0732], [-1.2612, 3.3889, -4.4095], [-2.1857, 3.1690, -3.4039], [-1.7189, 2.9552, -2.1181], [-0.4328, 2.9372, -1.7944], [0.8279, 3.7045, -4.8096], [-1.5776, 3.5118, -5.4391], [-3.2491, 3.1567, -3.6075], [-2.3989, 2.7840, -1.2889], [-5.2803, -2.7379, -2.9887], [-4.2268, -3.8165, -2.7276], [-1.5971, -3.4032, -2.7423], [-1.2357, -4.8725, -3.0522], [0.1343, -5.1270, -3.6811], [-0.4534, -2.3209, -4.8093], [-0.2812, -2.7020, -5.9614], [0.4317, -1.5422, -4.1477], [0.1156, -0.8856, -2.8901], [0.0485, 0.3434, -2.9148], [-0.0530, -1.6092, -1.8001], [-0.5224, -2.8757, -1.7183], [-0.2778, -3.6328, -0.7855], [-6.1256, -3.1686, -3.5332], [-4.8859, -1.9050, -3.5678], [-5.6645, -2.3437, -2.0414], [-3.9367, -4.2811, -3.6754], [-4.7246, -4.6032, -2.1536], [-2.0180, -5.3028, -3.6903], [-1.2656, -5.3955, -2.0974], [0.2220, -4.7156, -4.6861], [0.3090, -6.2037, -3.7501], [0.9252, -4.7028, -3.0587], [1.1960, -1.1501, -4.6774]], "forces_ev_per_a": [[0.82, -0.71, 0.11], [-0.05, 0.01, 0.01], [-0.22, 0.06, 0.02], [-0.16, 0.05, -0.11], [-0.09, 0.00, -0.02], [0.23, -0.07, -0.09], [0.09, 0.07, -0.04], [0.03, 0.04, 0.03], [-0.10, 0.07, 0.08], [0.00, 0.20, -0.18], [-0.05, -0.20, 0.20], [0.06, 0.02, 0.15], [0.05, 0.00, 0.00], [-0.02, -0.02, 0.05], [-0.10, 0.03, -0.06], [0.00, -0.01, -0.04], [-0.04, 0.01, -0.01], [0.08, -0.01, 0.03], [0.00, -0.06, 0.09], [0.10, -0.07, 0.04], [0.04, 0.22, 0.08], [-0.05, -0.04, 0.20], [0.15, 0.09, -0.11], [-0.10, -0.04, 0.00], [-0.40, 0.23, 0.13], [0.01, 0.04, 0.10], [0.00, -0.02, -0.03], [0.09, 0.01, 0.02], [-0.17, -0.04, 0.00], [0.05, -0.02, -0.01], [-0.17, -0.21, -0.35], [0.15, 0.39, -0.08], [0.08, 0.02, 0.19], [0.14, -0.10, -0.13], [0.07, 0.18, 0.07], [-0.04, 0.20, -0.10], [0.04, -0.26, -0.01], [0.03, -0.02, 0.05], [0.01, -0.01, 0.00], [-0.01, 0.05, 0.01], [-0.01, -0.02, 0.01], [0.02, 0.00, -0.01], [0.02, 0.00, -0.02], [0.02, 0.01, -0.03], [-0.04, 0.00, -0.02], [0.01, -0.10, -0.04], [-0.06, 0.07, 0.01], [0.02, -0.05, 0.02], [-0.04, -0.03, -0.04], [0.00, -0.03, -0.06], [0.00, -0.01, -0.02], [0.00, 0.04, -0.01], [0.01, -0.02, 0.04], [-0.06, -0.02, 0.00], [0.01, 0.01, 0.01], [0.03, -0.10, -0.08], [0.05, -0.01, 0.14], [0.07, -0.09, 0.10], [0.05, 0.00, 0.00], [0.01, 0.03, 0.03], [0.03, -0.09, -0.07], [-0.21, 0.03, 0.27], [0.11, 0.12, 0.03], [0.02, 0.03, -0.02], [-0.02, -0.03, -0.04], [0.02, -0.03, 0.00], [0.01, 0.06, -0.02], [0.00, 0.04, -0.07], [-0.02, -0.03, -0.06], [-0.03, 0.01, 0.11], [-0.02, 0.01, -0.02], [-0.03, 0.05, 0.04], [-0.02, 0.04, -0.07], [-0.01, 0.00, -0.07], [0.03, -0.04, -0.02], [-0.06, -0.05, 0.00], [-0.02, -0.06, 0.01], [0.03, -0.01, -0.05], [0.00, 0.02, 0.03], [0.00, 0.01, -0.01], [0.01, 0.01, -0.01], [-0.01, -0.01, -0.03], [-0.04, -0.09, 0.01], [-0.07, -0.13, -0.02], [0.20, 0.17, -0.12], [0.19, -0.01, 0.09], [-0.04, -0.03, -0.11], [-0.17, 0.01, 0.16], [-0.45, -0.24, 0.10], [0.48, 0.62, -0.39], [0.04, -0.02, 0.02], [0.02, 0.03, 0.03], [0.00, -0.01, 0.02], [0.00, -0.13, -0.06], [0.03, -0.02, 0.07], [-0.02, 0.00, -0.04], [0.00, 0.01, 0.09], [-0.03, 0.01, -0.07], [-0.03, 0.06, 0.02], [-0.04, 0.05, -0.06], [-0.01, 0.07, 0.13], [-0.09, -0.16, 0.12], [-0.23, -0.11, -0.13], [-0.05, 0.02, 0.05], [-0.04, -0.07, 0.08], [-0.06, 0.01, -0.21], [0.02, 0.15, -0.03], [0.00, 0.01, 0.03], [-0.04, -0.04, 0.03], [0.03, -0.02, -0.06], [-0.04, 0.04, 0.04], [0.02, -0.07, -0.05], [0.03, 0.03, 0.01], [-0.03, -0.05, 0.03], [-0.01, -0.02, 0.03], [0.01, 0.01, 0.01], [-0.02, 0.00, -0.03], [-0.01, 0.06, -0.03]], "mulliken_spin": [4.893, 0.000, 0.000, 0.002, 0.000, 0.004, 0.001, 0.020, -0.003, -0.018, 0.076, 0.007, 0.001, 0.000, -0.001, 0.000, 0.000, 0.000, 0.001, 0.000, 0.002, 0.141, -0.079, -0.243, 0.301, -0.177, -0.007, 0.011, -0.010, 0.002, 0.007, -0.018, -0.014, -0.002, 0.003, 0.001, 0.004, 0.001, 0.000, 0.000, 0.000, 0.000, 0.000, 0.000, 0.000, -0.002, 0.000, -0.001, -0.001, 0.001, 0.000, 0.000, 0.000, -0.001, 0.000, 0.000, -0.001, 0.000, 0.001, -0.002, 0.004, 0.053, 0.000, 0.004, -0.001, 0.000, 0.000, 0.000, 0.000, 0.000, 0.000, 0.000, 0.000, 0.000, 0.001, 0.001, -0.002, 0.001, 0.000, 0.000, 0.000, 0.000, 0.000, -0.001, 0.028, -0.002, 0.006, -0.008, 0.009, 0.061, 0.000, 0.000, 0.000, -0.007, 0.001, 0.001, 0.000, -0.001, 0.000, 0.000, 0.000, -0.002, -0.105, 0.007, 0.025, 0.023, 0.004, 0.000, 0.000, 0.000, -0.001, 0.000, 0.000, 0.000, 0.000, 0.000, 0.000, -0.001]}



{"formula": "C50H50AsBr4IMnN6O5", "method": "ωB97M-V with the def2-TZVPD basis set", "charge": -2, "e_above_lowest_kj_mol": 84.4, "max_force_ha_per_bohr": 0.01634, "spin_multiplicity": 6, "orbital_gap_ev": [4.94, 5.05], "lumo_ev": [3.520, 3.519], "symbols": ["Mn", "Br", "C", "C", "Br", "C", "Br", "C", "O", "C", "O", "C", "Br", "C", "C", "C", "C", "C", "C", "C", "N", "C", "N", "C", "C", "C", "C", "C", "C", "C", "N", "C", "C", "C", "C", "C", "C", "C", "H", "H", "H", "H", "H", "H", "H", "H", "H", "H", "H", "H", "H", "H", "H", "H", "H", "H", "H", "H", "H", "H", "C", "As", "C", "C", "C", "C", "C", "C", "C", "C", "H", "H", "H", "H", "H", "H", "H", "H", "H", "H", "H", "H", "H", "I", "C", "C", "C", "C", "C", "N", "H", "H", "H", "H", "C", "C", "C", "C", "C", "C", "O", "N", "C", "O", "N", "C", "O", "H", "H", "H", "H", "H", "H", "H", "H", "H", "H", "H"], "coordinates": [[0.0879, 0.7424, -0.5129], [7.2299, -0.1598, -0.7966], [5.4704, 0.0909, -0.1263], [5.2228, 0.1255, 1.2247], [6.6374, -0.0006, 2.4874], [3.8890, 0.2267, 1.6818], [3.4819, 0.5096, 3.5203], [2.7917, 0.2221, 0.8170], [1.5602, 0.2132, 1.1659], [3.0736, 0.3641, -0.6051], [2.0815, 0.6377, -1.3688], [4.3916, 0.2280, -1.0311], [4.6598, 0.2987, -2.9151], [-7.2543, 0.5677, -1.2383], [-7.0513, 0.4524, 0.2459], [-8.1288, 0.4340, 1.1207], [-7.9536, 0.3424, 2.4945], [-6.6690, 0.2424, 3.0042], [-5.5751, 0.2371, 2.1522], [-5.7525, 0.3630, 0.7745], [-4.6836, 0.3513, -0.1278], [-3.3344, 0.6842, 0.0989], [-3.1639, 1.6464, 1.0321], [-1.9870, 2.3150, 1.5461], [-0.7120, 2.0812, 1.0465], [0.2850, 2.8609, 1.6668], [0.0413, 3.7698, 2.6801], [-1.2575, 3.9383, 3.1490], [-2.2946, 3.2108, 2.5933], [-3.6939, 3.3914, 3.1280], [-2.4028, 0.1144, -0.5780], [-2.7519, -0.9671, -1.4324], [-2.7775, -0.5856, -2.8563], [-2.4596, -1.2805, -3.9398], [-1.7660, -2.6117, -4.0339], [-2.9019, -3.4214, -1.8784], [-3.0182, -2.2020, -0.9836], [-3.2746, -2.4876, 0.4647], [-8.3026, 0.7563, -1.4688], [-6.9589, -0.3435, -1.7666], [-6.6524, 1.3799, -1.6515], [-9.1298, 0.5069, 0.7091], [-8.8105, 0.3413, 3.1555], [-6.5074, 0.1488, 4.0706], [-4.5773, 0.1118, 2.5496], [-4.8033, -0.2241, -0.9495], [-4.0289, 2.0602, 1.3343], [1.3140, 2.7281, 1.3460], [0.8572, 4.3314, 3.1209], [-1.4705, 4.6270, 3.9606], [-3.6880, 4.1047, 3.9524], [-4.1202, 2.4579, 3.5068], [-4.3927, 3.7811, 2.3770], [-3.1233, 0.4347, -3.0150], [-2.5960, -0.7901, -4.9008], [-2.3389, -3.2353, -4.7277], [-2.6891, -4.2322, -1.1795], [-2.7185, -3.3677, 0.7892], [-4.3430, -2.6913, 0.6249], [-2.9883, -1.6585, 1.1088], [-1.5137, -3.0811, 3.1550], [-0.3323, -1.8118, 2.1830], [-0.3642, -0.4709, 3.6141], [1.3903, -2.7191, 2.5699], [1.5026, -3.4001, 3.8911], [1.2072, -4.7597, 4.0120], [1.2693, -5.4095, 5.2353], [1.6318, -4.7101, 6.3797], [1.9328, -3.3585, 6.2757], [1.8702, -2.7127, 5.0486], [-1.1539, -3.2713, 4.1670], [-1.5774, -4.0272, 2.6145], [-2.5141, -2.6466, 3.2126], [-0.2176, -0.9115, 4.6020], [-1.3364, 0.0264, 3.5783], [0.4059, 0.2684, 3.3956], [2.1372, -1.9385, 2.4276], [1.4986, -3.4421, 1.7592], [0.9209, -5.3103, 3.1227], [1.0344, -6.4660, 5.2945], [1.6825, -5.2129, 7.3379], [2.2261, -2.7991, 7.1562], [2.1176, -1.6622, 4.9711], [2.5830, 3.6842, -2.3233], [0.6059, 3.3097, -2.8906], [0.2636, 3.4592, -4.2350], [-1.0704, 3.3466, -4.5749], [-2.0128, 3.1167, -3.5826], [-1.5553, 2.9473, -2.2858], [-0.2681, 3.0082, -1.9562], [1.0296, 3.6518, -4.9717], [-1.3732, 3.4361, -5.6118], [-3.0700, 3.0482, -3.8023], [-2.2324, 2.7262, -1.4660], [-5.2944, -2.7944, -2.7911], [-4.2038, -3.8473, -2.6140], [-1.5835, -3.4067, -2.7286], [-1.2369, -4.8735, -3.0548], [0.1167, -5.1184, -3.7133], [-0.4789, -2.3221, -4.8092], [-0.3289, -2.6827, -5.9683], [0.4183, -1.5589, -4.1533], [0.1261, -0.9043, -2.8937], [0.0870, 0.3254, -2.9157], [-0.0268, -1.6170, -1.7943], [-0.5008, -2.8790, -1.7233], [-0.2566, -3.6289, -0.7860], [-6.1596, -3.2352, -3.2930], [-4.9599, -1.9379, -3.3727], [-5.6326, -2.4291, -1.8171], [-3.9512, -4.2864, -3.5819], [-4.6466, -4.6637, -2.0355], [-2.0325, -5.2919, -3.6812], [-1.2547, -5.4081, -2.1043], [0.1826, -4.7021, -4.7174], [0.2960, -6.1934, -3.7919], [0.9204, -4.6954, -3.1086], [1.1647, -1.1511, -4.6979]], "forces_ev_per_a": [[0.59, -0.53, 0.28], [0.00, 0.00, 0.03], [-0.05, -0.01, -0.20], [-0.09, 0.03, 0.13], [0.00, 0.00, -0.04], [-0.04, -0.04, 0.00], [0.03, -0.08, 0.04], [0.13, 0.10, -0.08], [-0.16, 0.06, 0.03], [0.01, 0.07, 0.07], [-0.19, -0.08, -0.01], [0.08, 0.05, 0.02], [0.04, -0.03, 0.02], [-0.02, 0.01, -0.01], [0.01, 0.02, 0.04], [-0.03, 0.01, -0.04], [0.01, 0.00, -0.01], [0.03, 0.00, -0.01], [-0.02, -0.01, 0.03], [0.02, -0.12, -0.02], [0.05, 0.16, -0.06], [-0.04, -0.22, 0.14], [0.11, 0.25, -0.04], [-0.36, -0.16, -0.01], [-0.11, 0.15, -0.11], [0.08, -0.08, -0.07], [-0.08, 0.00, 0.04], [0.05, -0.01, -0.01], [0.08, 0.00, -0.01], [-0.02, 0.00, 0.01], [-0.13, 0.07, -0.11], [0.09, 0.16, -0.09], [-0.05, 0.04, 0.10], [0.03, -0.02, -0.06], [-0.09, -0.04, 0.04], [-0.08, -0.04, 0.06], [0.05, -0.06, -0.02], [-0.04, -0.02, 0.00], [0.00, 0.00, 0.00], [0.01, -0.02, 0.01], [0.00, 0.01, 0.00], [0.00, 0.00, 0.01], [-0.01, 0.00, 0.00], [0.00, 0.00, 0.01], [0.03, 0.02, 0.00], [0.01, -0.04, 0.05], [0.01, -0.02, -0.02], [-0.01, 0.00, 0.00], [0.01, 0.01, 0.00], [0.01, 0.02, 0.01], [0.01, 0.00, 0.00], [0.01, -0.02, 0.00], [0.01, 0.01, -0.02], [0.00, -0.02, 0.02], [0.00, 0.00, 0.00], [0.01, -0.03, 0.02], [-0.03, 0.05, 0.05], [-0.01, 0.06, -0.04], [-0.02, -0.03, -0.01], [-0.03, 0.01, -0.05], [0.03, -0.02, 0.05], [-0.13, 0.13, 0.07], [0.08, 0.02, -0.01], [0.07, -0.09, -0.09], [-0.02, 0.02, -0.06], [-0.01, -0.04, 0.00], [0.01, 0.03, 0.00], [-0.01, 0.00, -0.03], [0.01, 0.01, -0.02], [-0.01, 0.02, 0.01], [0.00, 0.00, 0.01], [0.00, -0.02, 0.03], [0.01, -0.01, -0.01], [0.00, -0.01, 0.02], [-0.01, 0.01, 0.01], [-0.02, -0.01, 0.01], [0.01, -0.01, 0.06], [0.01, 0.04, -0.03], [0.00, 0.00, 0.00], [0.00, -0.01, 0.00], [0.00, 0.00, 0.01], [0.00, 0.00, 0.01], [0.03, 0.02, 0.00], [-0.02, -0.02, 0.05], [-0.11, 0.03, -0.33], [0.04, -0.01, 0.17], [-0.01, -0.04, -0.12], [0.11, 0.00, 0.18], [-0.15, -0.15, -0.10], [0.26, 0.30, 0.11], [-0.02, 0.02, -0.02], [0.00, 0.03, 0.01], [0.00, 0.00, -0.02], [0.03, -0.02, -0.02], [-0.04, 0.01, 0.05], [0.03, -0.05, 0.03], [0.02, 0.04, -0.03], [-0.01, 0.00, 0.04], [0.03, -0.02, -0.01], [-0.02, 0.06, -0.03], [0.02, 0.00, -0.09], [0.09, -0.07, 0.11], [-0.09, 0.07, 0.00], [-0.07, 0.14, 0.03], [-0.08, -0.04, -0.10], [0.01, 0.00, -0.06], [0.06, -0.06, 0.12], [-0.02, 0.00, 0.00], [0.02, -0.02, -0.01], [0.00, -0.01, 0.00], [-0.01, 0.06, -0.05], [0.01, -0.03, -0.04], [0.00, 0.00, -0.02], [0.00, -0.03, -0.02], [-0.02, -0.02, 0.01], [0.01, 0.00, 0.01], [0.00, 0.02, 0.00], [-0.03, 0.04, -0.01]], "mulliken_spin": [4.818, 0.000, 0.000, 0.002, 0.000, 0.004, 0.001, 0.021, 0.000, -0.025, 0.085, 0.006, 0.001, 0.000, -0.001, 0.000, 0.000, 0.000, 0.001, 0.001, -0.001, 0.148, -0.074, -0.215, 0.310, -0.169, -0.008, 0.009, -0.009, 0.003, 0.004, -0.022, -0.013, -0.002, 0.003, 0.000, 0.014, -0.004, 0.000, 0.000, 0.000, 0.000, 0.000, 0.000, 0.000, -0.002, 0.001, -0.003, 0.000, 0.001, 0.000, 0.000, 0.000, -0.001, 0.000, 0.000, 0.000, -0.001, 0.001, -0.001, 0.004, 0.056, 0.003, 0.004, -0.001, 0.000, 0.000, 0.000, 0.000, 0.000, 0.000, 0.001, 0.000, 0.000, 0.001, 0.000, -0.002, 0.001, 0.000, 0.000, 0.000, 0.000, 0.000, -0.001, 0.022, 0.000, 0.003, -0.003, 0.013, 0.058, 0.000, 0.000, 0.000, -0.015, 0.001, 0.001, -0.001, 0.000, 0.000, 0.001, 0.000, -0.001, -0.088, 0.012, 0.025, 0.023, 0.004, 0.000, 0.000, 0.000, 0.000, 0.000, 0.000, 0.000, 0.000, 0.000, 0.000, -0.001]}